Record 1
The following is a quantum chemistry calculation of a cluster of 2 separate species, C2H4OS2 in total in a non-equilibrium geometry, from OMol25.

## Properties
Highest occupied orbital energy (eV): -9.38
Calculated total energy (hartree): -950.05296
Molar mass (g mol⁻¹): 108.2

Geometry as ORCA input:
```
! RIJCOSX wB97M-V def2-TZVPD def2/J DEFGRID3
* xyz 0 1
C 2.25808 0.07344 -0.27494
C 1.32362 0.59363 0.25473
O -2.55471 0.75179 0.11573
S -1.09969 -1.77998 0.09464
S -1.18351 0.37241 -0.02619
H 3.01319 -0.31851 -0.86187
H -1.51919 -1.49560 1.28063
H 0.74537 1.27949 0.79342
H -0.98316 0.52333 -1.37617
*
```

Population analysis type Löwdin, resulting atomic charges in e:
1 C 0.051
2 C -0.165
3 O -0.598
4 S 0.436
5 S 0.522
6 H 0.013
7 H -0.232
8 H -0.013
9 H -0.013


Record 2
The following is a quantum chemistry calculation of a cluster of 2 separate species, C2H4OS2 in total in a non-equilibrium geometry, from OMol25.

## Properties
Highest occupied orbital energy (eV): -9.60
Calculated total energy (hartree): -950.05687
Molar mass (g mol⁻¹): 108.2

Geometry as ORCA input:
```
! RIJCOSX wB97M-V def2-TZVPD def2/J DEFGRID3
* xyz 0 1
C 1.23543 0.42962 -0.02566
C 0.67265 1.18635 0.70327
O -2.09123 1.16547 0.55868
S -1.60514 -1.72345 0.03597
S -1.46321 0.36030 -0.47436
H 1.37621 -0.09581 -0.92450
H -0.44437 -2.16351 0.32819
H 0.33744 1.90581 1.37952
H -2.65488 -0.02642 -1.26035
*
```

Population analysis type Löwdin, resulting atomic charges in e:
1 C -0.046
2 C -0.067
3 O -0.604
4 S 0.432
5 S 0.493
6 H 0.035
7 H -0.258
8 H 0.038
9 H -0.024


Record 3
The following is a quantum chemistry calculation of the molecule C2H4OS2 in a non-equilibrium geometry, from OMol25.

## Properties
Highest occupied orbital energy (eV): -9.51
Calculated total energy (hartree): -950.11136
Molar mass (g mol⁻¹): 108.2
Structure (SMILES): C=C[S@H](=O)=S

Geometry as ORCA input:
```
! RIJCOSX wB97M-V def2-TZVPD def2/J DEFGRID3
* xyz 0 1
C 1.36220 -0.04910 0.78251
C 0.58279 -0.25144 -0.25364
O -1.35266 1.23346 0.73216
S -2.44822 -1.21666 -0.46672
S -1.19992 0.27375 -0.34478
H 2.26043 -0.63336 0.67090
H 1.05606 0.59931 1.65416
H 0.84225 -0.88646 -1.05044
H -1.10294 0.93050 -1.72417
*
```

Population analysis type Löwdin, resulting atomic charges in e:
1 C -0.006
2 C -0.319
3 O -0.478
4 S 0.212
5 S 0.279
6 H 0.067
7 H 0.100
8 H 0.054
9 H 0.091


Record 4
The following is a quantum chemistry calculation of a cluster of 2 separate species, C2H4OS3 in total in a non-equilibrium geometry, from OMol25.

## Properties
Highest occupied orbital energy (alpha / beta) (eV): -8.60 / -9.10
Calculated total energy (hartree): -1348.15886
Molar mass (g mol⁻¹): 140.3

Geometry as ORCA input:
```
! RIJCOSX wB97M-V def2-TZVPD def2/J DEFGRID3
* xyz 0 1
C 0.38131 -0.39038 1.11890
C -1.65920 1.18302 -0.23785
O 2.19077 0.65106 -0.41227
S 0.08874 -1.45531 2.23652
S 0.22968 -1.42058 -1.58149
S 1.39874 -0.55851 -0.29854
H -1.61689 0.91684 0.77162
H -2.47172 0.75846 -0.68369
H -0.99242 1.91181 -0.78826
H 2.45099 -1.59642 -0.12494
*
```

Population analysis type Löwdin, resulting atomic charges in e:
1 C -0.857
2 C 0.087
3 O -0.457
4 S 0.750
5 S 0.263
6 S 0.185
7 H -0.058
8 H -0.044
9 H 0.045
10 H 0.085


Record 5
The following is a quantum chemistry calculation of a structure of composition C2H4OSSi in a non-equilibrium geometry, from OMol25.

## Properties
Highest occupied orbital energy (alpha / beta) (eV): -6.28 / -9.80
Calculated total energy (hartree): -841.38145
Molar mass (g mol⁻¹): 104.2

Geometry as ORCA input:
```
! RIJCOSX wB97M-V def2-TZVPD def2/J DEFGRID3
* xyz 0 3
C 0.27116 -0.73749 -0.00704
C -1.27456 -1.21454 0.10675
O -1.59413 1.37737 0.08260
Si 0.06802 1.07090 0.07646
S -2.48720 -0.00717 -0.01264
H 0.94931 -1.48752 -0.12915
H -1.68864 -2.15002 0.25992
H 0.83282 1.69645 1.09652
H 0.32867 1.62918 -1.29846
*
```

Population analysis type Löwdin, resulting atomic charges in e:
1 C -0.162
2 C -0.488
3 O -0.672
4 Si 0.485
5 S 0.907
6 H -0.006
7 H -0.009
8 H -0.046
9 H -0.009


Record 6
The following is a quantum chemistry calculation of the molecule C2H4P2 in a non-equilibrium geometry, from OMol25.

## Properties
Highest occupied orbital energy (alpha / beta) (eV): -8.54 / -8.54
Calculated total energy (hartree): -761.18831
Molar mass (g mol⁻¹): 90.0
Structure (SMILES): [H]/P=C/P=C

Geometry as ORCA input:
```
! RIJCOSX wB97M-V def2-TZVPD def2/J DEFGRID3
* xyz 0 1
C -0.34519 0.77966 -0.61960
C 0.83860 -1.30707 0.02887
P 0.67200 -0.40908 -1.36666
P -0.83566 0.61339 1.03216
H -0.56194 1.62982 -1.25208
H 1.59210 -2.02235 0.03867
H 0.28586 -1.10119 0.95564
H -1.64577 1.81683 1.18300
*
```

Population analysis type Löwdin, resulting atomic charges in e:
1 C -0.808
2 C -0.427
3 P 0.769
4 P 0.777
5 H -0.024
6 H -0.043
7 H -0.105
8 H -0.139